{"formula": "C69H196N26O21", "method": "ωB97M-V/def2-TZVPD", "gap_ha": 0.2903, "e_tot_ha": -5749.8257, "charge": 0, "symbols": ["C", "O", "N", "N", "H", "H", "H", "H", "C", "O", "N", "N", "H", "H", "H", "H", "C", "O", "N", "N", "H", "H", "H", "H", "C", "O", "N", "N", "H", "H", "H", "H", "C", "O", "N", "N", "H", "H", "H", "H", "C", "C", "C", "O", "C", "N", "H", "H", "H", "H", "H", "H", "H", "H", "H", "H", "H", "C", "C", "C", "O", "C", "N", "H", "H", "H", "H", "H", "H", "H", "H", "H", "H", "H", "C", "C", "C", "O", "C", "N", "H", "H", "H", "H", "H", "H", "H", "H", "H", "H", "H", "C", "C", "C", "O", "C", "N", "H", "H", "H", "H", "H", "H", "H", "H", "H", "H", "H", "C", "C", "C", "O", "C", "N", "H", "H", "H", "H", "H", "H", "H", "H", "H", "H", "H", "C", "C", "C", "O", "C", "N", "H", "H", "H", "H", "H", "H", "H", "H", "H", "H", "H", "C", "C", "C", "O", "C", "N", "H", "H", "H", "H", "H", "H", "H", "H", "H", "H", "H", "C", "C", "C", "O", "C", "N", "H", "H", "H", "H", "H", "H", "H", "H", "H", "H", "H", "C", "C", "C", "O", "C", "N", "H", "H", "H", "H", "H", "H", "H", "H", "H", "H", "H", "C", "C", "C", "O", "C", "N", "H", "H", "H", "H", "H", "H", "H", "H", "H", "H", "H", "C", "C", "C", "O", "C", "N", "H", "H", "H", "H", "H", "H", "H", "H", "H", "H", "H", "C", "C", "C", "O", "C", "N", "H", "H", "H", "H", "H", "H", "H", "H", "H", "H", "H", "C", "C", "C", "O", "C", "N", "H", "H", "H", "H", "H", "H", "H", "H", "H", "H", "H", "C", "C", "C", "O", "C", "N", "H", "H", "H", "H", "H", "H", "H", "H", "H", "H", "H", "C", "C", "C", "O", "C", "N", "H", "H", "H", "H", "H", "H", "H", "H", "H", "H", "H", "C", "C", "C", "O", "C", "N", "H", "H", "H", "H", "H", "H", "H", "H", "H", "H", "H"], "xyz": [[0.2742, 2.8939, -2.9099], [-0.8410, 2.6500, -2.4306], [0.3655, 3.5018, -4.0296], [1.3868, 2.8322, -2.2542], [-0.4873, 3.7022, -4.5324], [1.2320, 4.0018, -4.1680], [1.4500, 2.2815, -1.4099], [2.1893, 3.1347, -2.7876], [4.9074, 4.2153, 2.1037], [5.9217, 3.7195, 2.5089], [4.5421, 4.2305, 0.8325], [3.8509, 4.6981, 2.7458], [5.1942, 3.7554, 0.2249], [3.8830, 4.9381, 0.5411], [2.9706, 5.0354, 2.3833], [4.1020, 4.9118, 3.7004], [4.3954, 4.8720, -3.3477], [3.4761, 4.0995, -3.5913], [4.2901, 5.8161, -2.5068], [5.5165, 4.8776, -3.9943], [3.4422, 5.8145, -1.9582], [5.1270, 6.2599, -2.1564], [5.5013, 4.2083, -4.7505], [6.1984, 5.5037, -3.5905], [8.0007, 2.1926, -0.3002], [6.8062, 2.0615, -0.3817], [8.5374, 2.8924, 0.5941], [8.8472, 1.6573, -1.1560], [7.9663, 3.3544, 1.2873], [9.5427, 2.8211, 0.6596], [9.8231, 1.9172, -1.1544], [8.4383, 1.1400, -1.9212], [4.9486, -2.9888, 5.8037], [5.9261, -3.3944, 5.2694], [4.4702, -1.8223, 5.4344], [4.1740, -3.6780, 6.5452], [4.8863, -1.1708, 4.7844], [3.5523, -1.6419, 5.8155], [3.2558, -3.3589, 6.8195], [4.5252, -4.6202, 6.6399], [0.1120, 6.3633, 7.7181], [-0.0848, 6.1029, 6.2691], [-1.5552, 5.8809, 5.6799], [-2.0540, 4.6626, 6.2402], [-3.2807, 4.1521, 5.7608], [0.5202, 7.2632, 5.6143], [-0.4435, 7.2077, 8.1260], [1.1353, 6.5470, 8.0456], [-0.2472, 5.4852, 8.2549], [0.5096, 5.2064, 6.0927], [-1.5019, 5.9501, 4.5934], [-2.2728, 6.6623, 5.9301], [-3.6315, 3.3587, 6.4208], [-3.2766, 3.7019, 4.7681], [-4.0262, 4.9469, 5.7850], [-0.2268, 7.9182, 5.7965], [1.2947, 7.6008, 6.1677], [6.9069, -1.6744, -1.5757], [6.9411, -3.0109, -0.8468], [5.6560, -3.1200, -0.0023], [5.6012, -2.1967, 1.0649], [4.5326, -2.4414, 1.9727], [7.1537, -4.0571, -1.7821], [6.0995, -1.7075, -2.3071], [7.6990, -1.5262, -2.3097], [6.8982, -0.7764, -0.9579], [7.8180, -3.0020, -0.1994], [5.6533, -4.1273, 0.4140], [4.8144, -3.1218, -0.6950], [3.5827, -2.3949, 1.4400], [4.4459, -1.6026, 2.6633], [4.4799, -3.4029, 2.4834], [7.3283, -4.9541, -1.3521], [8.0098, -3.7908, -2.2471], [-6.5621, -7.9393, 2.5407], [-6.8380, -6.8098, 1.5590], [-5.5925, -5.9550, 1.1449], [-5.8404, -5.0496, 0.0502], [-6.4685, -3.8892, 0.4943], [-7.5857, -7.2924, 0.4756], [-7.5403, -8.3719, 2.7509], [-6.1532, -7.7035, 3.5232], [-5.9233, -8.6969, 2.0867], [-7.3253, -6.0211, 2.1322], [-4.8790, -6.7043, 0.8020], [-5.0843, -5.6007, 2.0417], [-7.3960, -4.0626, 1.0400], [-6.7833, -3.4095, -0.4325], [-5.8753, -3.1607, 1.0469], [-7.0532, -8.0624, 0.0967], [-7.4515, -6.5741, -0.2216], [11.1555, 1.3780, -3.9600], [10.2140, 1.1476, -5.1444], [8.7856, 1.5867, -5.0177], [8.2343, 0.8581, -3.8836], [6.8357, 1.1750, -3.6607], [10.9412, 1.8167, -6.2498], [11.4538, 2.4249, -4.0154], [12.0116, 0.7124, -4.0693], [10.7065, 1.2463, -2.9755], [10.1367, 0.1041, -5.4499], [8.2082, 1.3177, -5.9022], [8.6666, 2.6647, -4.9082], [6.1761, 0.9633, -4.5022], [6.7555, 2.2297, -3.3977], [6.4618, 0.6339, -2.7914], [10.5440, 1.5230, -7.1307], [11.9082, 1.5265, -6.2808], [-6.2615, -0.7430, -5.1273], [-5.1822, -1.5575, -4.4152], [-5.4063, -1.4438, -2.8276], [-4.2776, -2.0885, -2.1420], [-3.0462, -1.4828, -2.0591], [-5.3363, -2.9301, -4.7909], [-6.0565, 0.3253, -5.0583], [-7.3102, -0.9057, -4.8786], [-6.2529, -1.0065, -6.1849], [-4.2251, -1.1508, -4.7418], [-6.3989, -1.8854, -2.7392], [-5.4538, -0.4091, -2.4881], [-2.5652, -1.0816, -2.9512], [-2.3629, -2.2342, -1.6635], [-3.0542, -0.6725, -1.3301], [-4.5432, -3.4884, -4.5089], [-6.1270, -3.3196, -4.2978], [-0.6464, -1.2827, 4.9458], [0.8370, -0.9795, 5.2966], [1.0755, 0.5515, 5.6334], [0.5111, 1.2992, 4.5925], [0.5172, 2.7306, 4.8007], [1.3781, -2.0194, 6.1934], [-0.9032, -2.3365, 5.0545], [-0.8491, -1.2314, 3.8760], [-1.3486, -0.6683, 5.5092], [1.4714, -1.1258, 4.4224], [2.1456, 0.7215, 5.7519], [0.6139, 0.7954, 6.5903], [0.7193, 2.9389, 5.8513], [-0.4338, 3.2310, 4.6182], [1.3417, 3.1860, 4.2520], [0.5542, -2.5656, 6.4006], [1.4582, -1.5853, 7.1018], [-1.2788, -0.0726, 1.0838], [-0.2207, 0.7532, 0.3939], [1.1775, 0.5507, 0.9646], [2.1501, 1.2539, 0.2344], [3.5222, 0.8952, 0.4956], [-0.1886, 0.3431, -0.9682], [-2.2137, -0.0366, 0.5245], [-1.4424, 0.3160, 2.0889], [-0.9916, -1.1213, 1.1607], [-0.4740, 1.8108, 0.4683], [1.4814, -0.4929, 1.0452], [1.1146, 0.9003, 1.9951], [3.6894, -0.1125, 0.8760], [3.9256, 1.6673, 1.1507], [3.9867, 1.0141, -0.4833], [-0.8620, 0.9323, -1.4366], [0.6939, 0.7243, -1.2781], [8.8782, -0.3446, 1.9510], [7.9525, -0.4514, 3.1712], [6.7398, 0.4625, 3.0959], [5.9509, 0.4837, 4.3353], [5.1398, 1.6500, 4.4972], [7.5365, -1.7941, 3.2395], [9.3754, -1.2806, 1.6964], [9.6161, 0.4547, 2.0197], [8.2894, -0.1290, 1.0594], [8.6210, -0.0846, 3.9501], [6.0630, 0.2388, 2.2713], [7.0869, 1.4682, 2.8588], [4.2952, 1.7574, 3.8166], [5.7089, 2.5559, 4.7057], [4.6638, 1.5025, 5.4667], [7.0143, -1.9857, 2.3965], [6.8723, -1.9164, 3.9905], [-4.8178, -0.9306, 8.0780], [-4.7277, 0.2820, 7.1032], [-6.0382, 0.5805, 6.4145], [-6.2137, -0.3644, 5.3234], [-7.3944, 0.0408, 4.5088], [-4.5012, 1.4805, 7.8949], [-3.9074, -1.3127, 8.5399], [-5.3092, -1.7905, 7.6230], [-5.5569, -0.8454, 8.8746], [-3.9217, 0.1074, 6.3906], [-6.0162, 1.5665, 5.9503], [-6.8480, 0.5789, 7.1441], [-8.3020, 0.3448, 5.0303], [-7.6703, -0.8161, 3.8943], [-7.0501, 0.7897, 3.7956], [-5.2602, 1.7288, 8.5132], [-3.7862, 1.2216, 8.5596], [-11.2583, -1.4722, -0.3712], [-10.4570, -2.4513, 0.4352], [-9.3787, -1.7481, 1.2520], [-8.2029, -1.4784, 0.4700], [-7.2290, -0.6393, 1.0879], [-11.3893, -3.0588, 1.3329], [-10.6887, -1.2914, -1.2828], [-11.4796, -0.5415, 0.1512], [-12.2027, -1.8505, -0.7623], [-10.1634, -3.2525, -0.2430], [-9.2460, -2.3509, 2.1504], [-9.7342, -0.7760, 1.5937], [-6.6564, -0.1209, 0.3188], [-6.6364, -1.2029, 1.8084], [-7.7022, 0.2311, 1.5426], [-10.9341, -3.7977, 1.8496], [-11.7678, -2.4530, 2.0470], [0.4222, -4.2788, 3.4060], [1.0111, -5.2673, 2.4142], [0.3448, -5.2343, 1.0729], [-1.0512, -5.4146, 1.1595], [-1.7711, -4.2218, 0.6931], [2.4102, -5.0881, 2.3284], [0.8112, -4.4575, 4.4084], [-0.6627, -4.2191, 3.3201], [0.6442, -3.2947, 2.9934], [0.9164, -6.2517, 2.8725], [0.8100, -5.9515, 0.3966], [0.6713, -4.2693, 0.6852], [-1.4342, -3.7926, -0.2505], [-1.5483, -3.3615, 1.3242], [-2.8323, -4.3038, 0.4581], [2.8863, -5.7120, 1.6926], [2.8716, -5.2120, 3.2183], [-5.7336, 3.3402, -2.2004], [-4.2816, 3.4039, -1.7240], [-4.0951, 2.4109, -0.5796], [-4.9984, 2.5184, 0.5059], [-4.5879, 1.7124, 1.6165], [-3.5008, 2.9697, -2.8583], [-6.0174, 4.0978, -2.9309], [-6.4351, 3.4791, -1.3779], [-5.9602, 2.4630, -2.8065], [-3.9795, 4.4238, -1.4860], [-3.0764, 2.4398, -0.1929], [-4.3306, 1.4057, -0.9291], [-5.1977, 1.9423, 2.4902], [-3.5583, 1.9077, 1.9163], [-4.6576, 0.6272, 1.5423], [-2.5155, 2.8733, -2.6586], [-3.5436, 3.6715, -3.5833], [-5.8899, 2.0838, -8.3551], [-4.8944, 1.1298, -9.0084], [-3.8293, 0.6385, -7.9754], [-3.3038, 1.6902, -7.1777], [-2.4011, 1.1836, -6.1687], [-5.6689, -0.0445, -9.5004], [-6.7849, 2.1006, -8.9770], [-5.4403, 3.0765, -8.3339], [-6.0935, 1.7813, -7.3279], [-4.3693, 1.4844, -9.8953], [-2.9929, 0.2175, -8.5334], [-4.2482, -0.0976, -7.2894], [-2.9698, 0.6756, -5.3899], [-1.8687, 2.0971, -5.9038], [-1.7009, 0.5208, -6.6772], [-5.3401, -0.9373, -9.1613], [-6.5797, -0.0467, -9.0640], [-1.2786, 6.5804, -2.4438], [-0.4332, 6.3263, -1.1909], [-1.0564, 5.4281, -0.1104], [-0.3221, 5.6152, 1.0827], [-0.5596, 4.7234, 2.1297], [0.8285, 5.7875, -1.6566], [-1.3975, 5.6017, -2.9087], [-0.7253, 7.1696, -3.1751], [-2.3088, 6.8453, -2.2057], [-0.1715, 7.3113, -0.8044], [-0.9694, 4.4210, -0.5180], [-2.1350, 5.5114, 0.0231], [-0.3161, 3.6614, 2.0989], [-1.6150, 4.7674, 2.3987], [0.0231, 5.1939, 2.9217], [1.5181, 5.8730, -0.9237], [0.6951, 4.8039, -1.8430], [0.9774, -0.1132, -5.9656], [2.1448, -0.4521, -4.9101], [1.5259, -0.9417, -3.6071], [2.4450, -1.7262, -2.8274], [1.8903, -2.0888, -1.5488], [2.8091, -1.5313, -5.5898], [0.2493, 0.5151, -5.4525], [0.5000, -0.9747, -6.4324], [1.3723, 0.5308, -6.7514], [2.8216, 0.3756, -4.6979], [0.6485, -1.5601, -3.7967], [1.0520, -0.0503, -3.1960], [2.1686, -1.3333, -0.8141], [2.3400, -2.9956, -1.1442], [0.8271, -2.3204, -1.6135], [3.5736, -1.8175, -4.9952], [2.1015, -2.2392, -5.4540], [2.4360, -6.5969, -5.5661], [1.8519, -5.3025, -4.9647], [0.3547, -5.4711, -4.6151], [-0.1560, -4.2812, -4.1937], [-1.5903, -4.1800, -4.0760], [2.6952, -4.8901, -3.8054], [3.5239, -6.5904, -5.6344], [1.9533, -6.9795, -6.4654], [2.2557, -7.3610, -4.8100], [1.9237, -4.6144, -5.8070], [0.2202, -6.2189, -3.8336], [-0.2184, -5.7332, -5.5045], [-2.1042, -4.4966, -4.9837], [-1.9131, -3.1584, -3.8753], [-1.9737, -4.7021, -3.1993], [2.2566, -4.0282, -3.5142], [3.5747, -4.5325, -4.1500]], "atomic_forces_ev_per_a": [[-3.084, -0.053, 2.436], [-0.336, -1.074, 0.520], [0.458, 1.855, -4.553], [2.450, -1.044, 1.532], [0.428, 0.200, 0.079], [-0.220, 0.184, -0.821], [0.419, 0.289, 0.106], [0.767, -0.244, 0.618], [-1.590, -0.298, -1.843], [1.448, 0.001, 1.263], [0.874, -0.393, -3.458], [-0.382, 1.151, 4.824], [-0.168, 0.152, -0.661], [0.382, -0.524, -0.421], [0.497, -0.228, -0.118], [-0.799, 0.217, 0.181], [-1.910, -2.336, -1.752], [-0.840, -0.977, -0.639], [-0.903, 3.765, 4.548], [2.054, -0.625, -1.376], [0.177, 0.318, 0.020], [-0.521, 0.207, 0.189], [1.229, 0.321, 0.011], [0.694, -0.634, -1.312], [-1.697, -1.476, -2.315], [-3.188, -0.545, -0.587], [3.252, 3.607, 4.601], [1.332, -1.445, -1.829], [0.114, -0.156, 0.126], [-0.314, 0.505, 0.663], [-0.366, -0.275, -0.245], [0.646, 0.075, -0.109], [0.440, 2.503, -3.316], [4.137, -2.211, -0.899], [-2.445, 3.078, 0.491], [-2.238, -3.448, 3.571], [0.403, -0.154, 0.304], [0.061, 0.611, -0.465], [0.175, -0.411, -0.101], [-0.678, 0.015, 0.457], [-1.487, -0.942, 2.125], [0.151, 0.210, -0.523], [0.822, -0.313, 1.293], [0.880, -0.240, -0.491], [-0.475, 0.356, 0.273], [-0.854, 0.006, -1.266], [-0.316, 0.182, -0.291], [0.245, -0.267, -0.534], [0.034, -0.052, 0.466], [-0.193, -0.182, -0.639], [0.200, -0.694, -0.232], [0.157, 0.532, 0.482], [0.277, 0.115, 0.300], [0.501, 0.257, -0.400], [-0.267, 0.107, -0.160], [0.193, 1.014, -0.450], [0.161, -0.080, 0.018], [0.089, 0.011, -1.253], [0.312, 2.188, 1.610], [0.712, -1.598, -0.206], [-0.103, -0.046, -0.226], [-1.048, 0.619, -0.705], [-0.480, -0.774, -1.230], [-0.820, 0.227, 0.438], [0.880, -0.255, 0.350], [-0.366, -0.218, 0.218], [-0.124, 0.340, 0.825], [-0.042, -0.355, 0.278], [-0.437, 0.616, 0.039], [-0.245, -0.143, -0.408], [0.602, -0.169, 0.197], [0.814, -0.028, 0.040], [-0.075, -0.056, 0.231], [0.065, -0.314, -0.417], [-0.152, -0.123, -0.003], [1.611, 2.283, 2.398], [0.577, -2.477, -0.762], [0.770, -1.176, 2.018], [-1.154, 1.026, -1.252], [-0.427, 0.016, -1.183], [0.033, -0.295, -0.091], [0.232, 0.498, -0.216], [0.030, -0.156, -0.046], [-1.322, -0.269, 0.043], [0.333, 0.099, -0.692], [-0.297, 1.068, 0.004], [-0.040, -0.261, 0.264], [0.008, 0.345, 0.156], [0.531, -0.338, 0.136], [-0.062, -0.539, -0.204], [-0.523, 0.176, -0.639], [-0.842, 0.012, 0.282], [1.500, -0.393, -0.835], [-0.712, -0.228, 1.004], [-0.852, 0.502, -0.844], [0.613, 0.276, 0.219], [-1.006, 0.472, -0.390], [0.287, -0.018, -0.009], [0.088, 0.179, 0.159], [-0.048, -0.387, -0.191], [0.108, -0.479, 0.743], [0.039, -0.147, -0.263], [0.119, 0.255, 0.385], [0.259, -0.156, -0.313], [-0.076, 0.215, -0.087], [0.299, -0.173, -0.105], [-0.056, 0.071, -0.274], [0.064, -0.096, 0.239], [0.145, 0.402, -0.758], [-1.491, 0.873, 1.711], [2.685, 0.864, -1.887], [-2.948, -1.254, -0.699], [0.824, 0.770, 0.774], [0.458, -0.853, -0.589], [-0.057, 0.099, 0.120], [0.073, -0.253, 0.744], [0.303, 0.042, -0.165], [0.172, -0.250, 0.207], [0.403, -0.633, 1.051], [-0.058, 0.236, -0.043], [-0.396, -0.009, -0.567], [0.033, -0.055, 0.009], [-0.025, 0.297, 0.051], [0.144, -0.012, 0.119], [-0.221, -0.144, -0.046], [0.425, -0.140, -0.535], [-0.022, 0.610, -1.706], [-0.298, -1.689, 0.430], [-0.455, 0.872, -0.330], [0.701, -0.686, 0.889], [-0.714, 0.889, 1.414], [0.224, -0.173, 0.758], [0.071, 0.916, -0.057], [-0.010, 0.010, -0.068], [-0.413, 0.172, -0.617], [0.296, 0.113, -0.153], [-0.291, 0.115, 0.273], [0.021, -0.058, 0.222], [-0.109, -0.488, -0.472], [-0.099, 0.024, -0.347], [0.021, -0.821, -0.155], [0.584, 0.329, 0.631], [0.014, 0.215, 0.848], [0.382, -0.785, 0.304], [-0.370, 0.079, 1.483], [-0.144, -0.259, -0.259], [-0.440, 1.102, -0.719], [0.144, -0.035, -0.913], [0.014, 0.128, 0.045], [-0.216, -0.090, 0.201], [0.162, -0.051, -0.087], [-0.021, 0.447, 0.268], [-0.320, -0.388, -0.291], [0.318, 0.239, 0.402], [-0.313, 0.003, 0.016], [0.252, -0.318, 0.239], [0.433, -0.209, 0.167], [-0.217, -0.122, -0.541], [0.119, -0.507, -0.681], [-0.609, 0.629, -1.098], [0.484, 0.941, -0.782], [-0.106, 1.631, 0.132], [0.535, 0.280, -1.126], [0.038, -0.783, 1.724], [-0.022, -1.460, 0.942], [0.059, -0.065, 0.586], [0.044, 0.008, 0.159], [-0.180, 0.112, -0.230], [-0.464, -0.534, 0.928], [0.032, -0.544, -0.199], [-0.058, 0.406, 0.331], [0.424, 0.125, -0.677], [0.199, 0.049, -0.945], [-0.234, -0.365, 0.236], [0.054, -0.199, -0.242], [0.079, -0.481, 0.380], [-1.174, -1.064, -0.681], [-1.072, -0.504, 1.870], [0.403, -1.047, -1.874], [-2.367, 1.016, 0.340], [1.674, -1.063, -0.151], [1.584, 0.626, 0.309], [0.289, 0.441, -0.259], [0.490, -0.295, -0.797], [0.113, 1.096, 0.352], [-0.047, 0.285, -0.077], [0.220, 0.312, 0.210], [-0.312, -0.322, 0.008], [0.368, 0.173, 0.547], [0.136, -0.167, 0.221], [-0.186, 0.403, 0.206], [-0.618, -0.237, -0.268], [0.497, 0.360, 0.126], [0.137, 0.521, -1.653], [-1.134, 0.695, 0.231], [1.029, 0.359, -0.903], [-0.148, -0.189, 0.305], [-0.979, 0.315, -0.467], [-0.678, -1.442, 1.145], [0.123, 0.736, 0.006], [0.193, 0.047, 0.034], [-0.016, -0.425, 0.416], [0.813, 0.120, 0.181], [0.850, -0.225, 0.109], [-0.463, 0.137, 0.128], [0.439, -0.752, -0.242], [0.222, 0.209, -0.013], [-0.340, -0.107, 0.640], [-0.018, -0.330, 0.094], [-0.046, 0.492, -0.142], [-0.313, 0.638, -1.323], [-0.940, -1.831, 1.845], [0.727, 0.509, -0.117], [-1.159, 1.517, -1.088], [0.964, 0.329, -0.291], [2.068, 1.167, -0.681], [-0.212, 0.347, -0.027], [-0.166, -0.838, 0.602], [0.785, 0.437, 0.497], [-1.036, -0.519, -0.092], [-0.207, -0.401, -0.035], [-0.528, 0.460, -0.434], [0.807, -0.736, -0.549], [-0.420, -0.172, 0.748], [-0.096, -0.862, 0.930], [-0.223, -0.161, -0.223], [-0.109, 0.122, 0.173], [-0.798, 0.822, -0.001], [-1.163, -0.435, -0.640], [-0.079, -0.819, 0.092], [-0.068, 0.262, 1.263], [-0.082, 0.606, 0.340], [0.373, -0.568, -0.447], [0.486, 0.639, 0.073], [-0.078, -0.310, 0.031], [0.292, -0.615, 0.650], [-0.308, 0.197, 0.772], [0.360, 0.025, -0.077], [0.677, -0.222, -0.859], [-0.245, 0.396, -0.195], [0.270, 0.245, -0.179], [-0.154, -0.220, -0.909], [0.144, -0.079, 0.159], [-0.275, 0.088, -0.185], [0.945, 0.427, -0.693], [-0.042, -1.645, 1.077], [0.032, 0.864, -0.232], [-0.171, -0.097, 0.030], [-0.588, 0.888, -1.859], [-0.284, -0.211, 0.212], [-0.134, 0.174, 0.210], [-0.244, 0.124, 0.157], [-0.167, -0.096, -0.096], [-0.102, 0.685, 0.239], [0.084, -0.509, -0.066], [-0.322, -0.366, -0.148], [0.288, 0.172, 0.318], [0.032, -0.380, 0.809], [0.141, -0.278, 0.299], [0.830, -0.144, -0.137], [-0.365, 0.414, -0.075], [-0.270, -1.664, 0.472], [-0.121, 1.121, -0.273], [0.112, -0.136, -0.833], [0.378, -0.340, -1.104], [-0.469, 0.930, 1.090], [0.472, 0.036, -0.144], [-0.008, -0.294, -0.282], [-0.376, 0.403, 0.317], [0.154, 0.751, -0.137], [-0.286, 0.049, 0.574], [0.326, -0.535, 0.178], [-0.248, 0.721, 0.326], [0.488, -0.092, -0.974], [-0.312, -0.009, 0.233], [-0.124, -0.385, 0.460], [-0.021, -0.234, 0.282], [0.359, -0.063, 0.085], [1.002, 1.567, 1.696], [-1.800, -0.542, -1.369], [-0.539, 0.067, -0.287], [-0.645, 0.619, 0.279], [0.649, -0.159, -0.090], [0.910, -0.371, 0.101], [-0.405, -0.133, -0.023], [0.223, -0.189, 0.408], [0.207, -0.207, -0.097], [-0.087, 0.207, -0.306], [-0.107, -0.465, -0.410], [0.543, 0.123, 1.145], [-0.629, 0.287, -0.078], [0.457, -0.266, -0.597], [-0.145, 0.557, 0.036], [0.350, -0.360, 0.048], [0.201, -0.951, -0.518], [-0.527, -0.727, 1.489], [0.677, -0.782, -0.918], [0.857, -0.830, -0.432], [-1.472, 2.925, 1.008], [0.619, -0.013, 0.279], [-1.354, 0.115, -0.660], [-0.066, 0.407, -0.410], [0.118, 0.461, -0.201], [-0.011, -0.344, 0.114], [-0.263, 0.750, 0.117], [0.103, -0.481, 0.045], [0.249, -0.712, -0.370], [0.096, -0.313, -0.129], [0.672, 0.271, -0.278], [0.109, -0.631, -0.045], [-0.173, 0.317, 0.680], [0.415, -0.318, -0.245]], "mulliken_charge": [-0.9875, -0.0723, 0.2952, 1.1188, 0.3756, 0.1758, -0.3559, -0.1193, 0.4410, -0.5547, 0.0283, -0.2837, -0.0548, 0.1557, 0.0662, 0.2067, 0.5688, -0.7563, -0.3138, -0.4077, 0.0151, 0.2632, 0.2564, 0.1482, 0.0886, -0.1930, -0.1805, -0.0269, 0.2164, 0.1705, 0.1666, -0.1427, 0.7663, -0.7154, 0.0578, -0.4339, -0.1259, 0.0929, 0.1899, 0.2439, -1.8281, 1.2165, -0.6604, -0.3332, -0.5342, -0.6911, 0.3981, 0.4677, 0.3592, -0.4797, 0.2661, 0.6187, 0.1083, 0.1662, 0.3959, 0.3216, 0.2938, -1.3167, 0.6370, -0.8577, 0.3166, -0.6972, -0.7643, 0.2703, 0.3565, 0.1402, 0.3884, 0.4411, -0.0020, 0.1635, -0.0747, 0.3906, 0.2548, 0.2814, -1.6551, 0.5521, -0.8059, -0.4485, -0.4565, -0.7103, 0.3876, 0.3984, 0.3783, 0.1980, 0.4496, 0.3965, 0.2858, 0.0482, 0.2163, 0.3041, 0.3611, -1.2467, 0.7815, -1.0536, -0.1114, -0.5822, -0.7367, 0.4381, 0.3653, -0.0051, 0.2211, 0.3566, 0.3674, 0.5198, 0.3884, -0.2717, 0.2527, 0.2484, -1.6877, 1.2046, -0.5724, -0.1307, 1.1973, -0.6760, 0.2461, 0.4438, 0.3666, -0.1303, 0.3993, -0.1941, -0.0503, -0.5373, -0.3364, 0.2028, 0.3264, -1.2333, 0.7403, -0.7674, 0.1442, -0.6748, -0.3173, 0.6339, -0.2095, 0.3815, -0.5316, 0.1253, 0.4816, 0.5085, 0.0605, 0.1061, 0.3290, 0.2934, -0.0156, 3.4310, -1.5581, 0.1738, 0.2615, 0.8307, -0.7143, 0.1640, -0.5339, -1.1336, -0.0824, 0.5607, -0.2337, -0.7415, 0.3786, -0.4258, -1.2668, -1.1672, 0.2547, 0.5729, -0.5711, -0.7648, -0.7084, 0.4538, 0.3186, -0.0731, 0.3451, -0.4461, 0.4113, 0.0693, 0.3811, 0.4398, 0.1972, 0.1408, -1.6222, 1.1005, -0.9369, -0.3204, -0.3625, -0.5225, 0.3936, 0.3849, 0.3856, -0.1703, 0.3877, 0.3031, 0.3426, 0.0749, 0.0866, 0.2360, 0.2380, -1.5691, 0.6883, -0.7776, -0.0728, -0.9834, -0.7707, 0.3089, 0.3228, 0.4354, 0.2373, 0.2597, 0.4327, 0.1498, 0.3933, 0.5514, 0.2502, 0.2516, -1.1848, 0.1614, -0.3410, -0.3980, -0.2632, -0.3600, 0.4769, 0.4319, -0.0496, 0.3349, 0.4338, -0.1719, -0.0240, 0.0881, 0.2854, 0.2094, 0.2847, -1.5047, 0.8371, 1.9290, -0.6382, -0.1748, 0.0609, 0.4703, 0.3130, 0.1275, -0.0644, -0.4212, -1.0526, 0.2181, -0.0166, 0.0059, -0.2247, 0.3994, -1.4715, 0.5005, -0.1927, -0.4986, -0.0494, -0.7773, 0.5215, 0.3345, 0.2430, 0.3067, 0.3243, -0.1234, -0.0221, -0.0807, 0.4747, 0.2796, 0.2735, -1.3128, 0.0880, 0.2156, -0.4094, -0.5742, -0.3074, 0.0536, 0.3605, 0.4026, 0.5005, -0.3727, 0.4455, 0.0491, 0.4781, 0.2487, 0.2729, 0.1748, -1.1516, -0.2721, 1.1853, 0.2671, -0.9768, -0.7820, -0.0284, 0.3338, 0.4245, 0.6067, 0.2223, -0.8612, -0.2264, 0.3540, 0.6048, 0.4802, -0.0147, -1.5555, 0.8374, -1.0040, 0.0372, -0.8870, -0.7198, 0.3858, 0.3595, 0.3572, 0.1133, 0.3362, 0.4296, 0.4421, -0.0323, 0.4298, -0.0033, 0.3485]}